(1)
A 2-piece molecular cluster, C20H33ClN2O9 overall, computed with ωB97M-V with the def2-TZVPD basis set.

Geometry as ORCA input:
```
! wB97M-V def2-TZVPD RIJCOSX def2/J DEFGRID3
* xyz 0 1
C 4.17790 -2.00141 0.87364
C 2.90159 -2.84843 1.37019
C 2.46688 -2.27235 2.80360
C 1.32498 -1.15548 2.76374
O 1.53080 -0.10093 1.78156
C 0.76075 -0.34319 0.63451
C 1.37635 -0.61213 -0.73195
N 0.62186 -0.85122 -1.86700
C 1.40058 -1.04656 -3.15828
C 1.30423 0.23062 -4.12295
C 2.54146 1.23752 -3.96034
C 2.57808 1.91281 -2.49145
N -0.68446 -0.94168 -2.03856
C -1.32362 -0.70205 -0.82561
C -2.93734 -0.79681 -0.92802
C -3.43427 -2.32980 -0.92224
C -3.75038 -2.92321 0.52558
C -5.15574 -2.46531 1.11139
O -6.22512 -2.43903 0.47832
O -5.22198 -2.07891 2.50341
C -0.77459 -0.37457 0.54647
C -1.67606 -0.08467 1.81709
C -2.20082 1.45705 1.65525
C -2.28071 2.23567 3.05079
C -0.81546 2.46452 3.62108
O -0.51320 1.95236 4.72033
O 0.12068 3.27102 2.91670
H 5.13776 -2.59749 1.08576
H 4.18596 -1.75684 -0.23782
H 4.25443 -1.03371 1.47894
H 2.03744 -2.87830 0.63033
H 3.26639 -3.93731 1.47368
H 2.03011 -3.16530 3.39139
H 3.41556 -1.96531 3.35355
H 1.26232 -0.71507 3.82716
H 0.32668 -1.71610 2.62484
H 2.51400 -0.60933 -0.80643
H 1.00483 -1.97976 -3.69420
H 2.50600 -1.22146 -2.92656
H 1.35134 -0.18037 -5.19855
H 0.31542 0.78704 -4.03916
H 2.36559 2.10249 -4.70092
H 3.52840 0.75547 -4.26572
H 3.34511 1.34338 -1.86850
H 2.87923 3.03041 -2.52602
H 1.52127 1.88067 -2.04506
H -3.21882 -0.38738 -1.96893
H -3.46686 -0.12499 -0.18261
H -4.35973 -2.37329 -1.60508
H -2.62904 -2.97539 -1.42176
H -3.81382 -4.06889 0.39910
H -2.92661 -2.74038 1.28714
H -5.06213 -1.10359 2.46823
H -1.10543 -0.11051 2.81159
H -2.61309 -0.72500 1.85125
H -3.20985 1.52947 1.13792
H -1.39308 1.99547 1.03256
H -3.00342 1.74508 3.77593
H -2.70964 3.28065 2.81250
H 1.01425 2.86781 2.99418
O 0.78322 5.70748 -4.04233
Cl 1.02639 5.73382 -2.61594
O 1.92640 4.65067 -2.26233
O -0.22500 5.56539 -1.90678
O 1.62605 6.99667 -2.24859
*
```

Kohn-Sham gap: 5.333 eV
Electronic energy: -2028.20995 a.u.
Maximum force: 5.02 eV/A

---

(2)
C20H33GeN2PtSbSe2 as an isolated structure, computed with ωB97M-V with the def2-TZVPD basis set.

Geometry as ORCA input:
```
! wB97M-V def2-TZVPD RIJCOSX def2/J DEFGRID3
* xyz 2 5
Pt 0.98445 -0.33481 -0.95395
Se 2.08597 -0.43198 -3.59103
Se -0.68212 -1.65206 -2.90814
C 0.20764 -2.86218 -1.85397
C 0.01938 -4.20733 -1.94544
C 0.70450 -5.02052 -1.03935
C 1.61716 -4.43784 -0.17814
C 1.74626 -3.05358 -0.10100
N 1.00951 -2.29525 -0.94245
C 1.68595 1.34765 -3.05000
C 1.42832 2.32335 -4.02928
C 0.77581 3.49134 -3.66406
C 0.59621 3.73729 -2.31046
C 0.90178 2.75092 -1.40002
N 1.33791 1.53756 -1.80146
H -0.60017 -4.58034 -2.73757
H 0.51884 -6.09884 -1.09004
H 2.30035 -5.03107 0.44505
H 2.43541 -2.53191 0.54371
H 1.68737 2.03285 -5.08218
H 0.46840 4.19794 -4.42478
H 0.16970 4.70826 -1.93724
H 0.91636 2.95633 -0.34583
C -1.74254 2.34818 1.91367
C -2.20480 0.89797 1.90057
Sb -1.57572 -0.11054 0.04347
C -2.35346 -2.15740 0.07935
C -3.52297 -2.20117 1.03199
C -2.54471 1.11722 -1.46723
C -4.02384 1.27228 -1.09280
H -1.96572 2.76084 2.92379
H -2.24723 2.98140 1.13001
H -0.66222 2.46710 1.73583
H -3.28655 0.79578 2.06195
H -1.70422 0.32130 2.68859
H -1.53270 -2.80516 0.42401
H -2.63457 -2.45780 -0.94591
H -3.22413 -2.17342 2.09544
H -4.03780 -3.18233 0.89819
H -4.26864 -1.38756 0.91944
H -2.40936 0.59815 -2.42877
H -1.97354 2.06706 -1.49796
H -4.53593 0.29553 -1.11306
H -4.53810 1.93137 -1.79380
H -4.13925 1.71228 -0.09470
C 1.56360 0.72455 3.85461
Ge 2.37886 0.57255 2.08763
C 3.80665 -0.81457 2.14237
C 3.08317 2.27404 1.37272
C 0.91784 -0.23113 0.94996
H 2.25941 1.28967 4.50914
H 1.47984 -0.29367 4.30814
H 0.62294 1.25295 3.82783
H 4.46937 -0.58602 3.02266
H 4.47069 -0.74372 1.27486
H 3.36219 -1.83075 2.20987
H 4.09919 2.40247 1.80371
H 2.49518 3.13519 1.70439
H 3.19877 2.23291 0.26386
H 0.60531 -1.02134 1.65381
*
```

Kohn-Sham gap (alpha / beta): 6.074 / 5.495 eV
Electronic energy: -8129.98154 a.u.
Maximum force: 2.89 eV/A

---

(3)
C20H33GeN8S5SbY as an isolated structure, computed with ωB97M-V with the def2-TZVPD basis set.

Geometry as ORCA input:
```
! wB97M-V def2-TZVPD RIJCOSX def2/J DEFGRID3
* xyz -2 2
Y 0.39672 0.06071 -0.02224
C -2.90506 -0.61635 0.37185
C -2.87146 0.87267 0.29756
C -4.08654 1.60084 0.28228
C -4.05215 2.95756 0.22504
C -2.81307 3.63340 0.14126
C -2.74033 5.04113 0.07417
C -1.51636 5.63843 -0.03555
C -0.34908 4.86471 -0.10687
C -0.36363 3.48208 -0.05577
S 1.15438 2.62943 -0.24103
C -1.63605 2.84505 0.11084
N -1.70379 1.48347 0.21411
H -3.91812 -0.99859 0.47800
H -2.37052 -1.00607 1.24060
H -2.45189 -1.07316 -0.51034
H -5.01614 1.05078 0.33863
H -4.96512 3.54401 0.23162
H -3.65622 5.61959 0.10911
H -1.43401 6.71831 -0.08389
H 0.60749 5.35806 -0.22251
S -3.27027 -3.15448 2.83199
Sb -1.54487 -3.99527 1.38707
S 0.20862 -1.94315 1.85876
S 2.08053 -2.49923 1.00874
C -1.39237 -1.26512 5.24959
N -1.10333 -0.12888 4.37496
C -2.29320 0.42284 3.75146
C 0.11323 0.31130 4.11238
S 0.47667 1.50276 2.95636
N 1.10883 -0.21541 4.95570
C 1.05309 0.37644 6.28452
C 2.45268 -0.25788 4.41786
H -1.96073 -2.00642 4.67265
H -2.01930 -0.92166 6.08018
H -0.47284 -1.69579 5.62398
H -2.87884 0.95429 4.51016
H -2.88491 -0.41015 3.36111
H -2.00806 1.11307 2.96446
H 0.04804 0.29461 6.69682
H 1.34311 1.43691 6.26726
H 1.73854 -0.16058 6.94335
H 2.42429 -0.70051 3.42535
H 3.05014 -0.90356 5.06601
H 2.91958 0.73288 4.36033
N 1.10575 0.52460 -4.77707
N 0.05574 -0.17144 -4.10636
N -1.14129 0.55459 -4.08403
C -1.54199 0.41958 -2.85456
N -0.69905 -0.26746 -2.05262
N 0.38227 -0.58555 -2.81415
H 1.46699 1.21870 -4.11532
H 1.84208 -0.16781 -4.88647
H -2.47032 0.83410 -2.49282
C 5.66515 -1.77040 -0.30099
Ge 4.14150 -0.50257 -0.16770
C 4.40782 0.79319 -1.63395
C 4.40777 0.44092 1.53082
C 2.41315 -1.33511 -0.31301
H 6.61047 -1.27532 -0.06452
H 5.73435 -2.18403 -1.30907
H 5.52246 -2.59691 0.39715
H 5.40958 1.22640 -1.57906
H 3.67460 1.59946 -1.59202
H 4.30528 0.29127 -2.59864
H 5.32529 1.03208 1.47388
H 4.51962 -0.28697 2.33436
H 3.57605 1.10395 1.77475
H 2.25524 -1.81048 -1.28375
*
```

ΔE to the lowest compared entry with this formula, charge and spin: 26.7 kcal per mole
Kohn-Sham gap (alpha / beta): 3.469 / 3.467 eV
Electronic energy: -5566.45634 a.u.
Maximum force: 0.79 eV/A

---

(4)
One molecule with the formula C20H33N3O3S, computed with ωB97M-V with the def2-TZVPD basis set.

Geometry as ORCA input:
```
! wB97M-V def2-TZVPD RIJCOSX def2/J DEFGRID3
* xyz 0 1
C -2.96639 -2.87343 1.92958
C -1.60577 -2.61673 1.29447
C -1.74106 -2.28840 -0.19070
C -0.40719 -1.92304 -0.84297
C 0.03158 -0.48303 -0.53391
C -0.74226 0.52655 -1.39179
C -1.06372 1.89008 -0.74600
O 0.07820 2.67577 -0.47713
C -1.92506 1.75044 0.52470
O -3.03549 0.90671 0.37955
C -4.11366 1.45052 -0.35373
C -5.30802 0.50037 -0.23685
C -5.81158 0.45904 1.20294
C -6.41817 0.92531 -1.19295
C 1.54395 -0.38064 -0.61331
O 2.29239 -1.27908 -0.28836
N 2.04536 0.81429 -1.06161
N 3.35699 1.11388 -0.70560
C 3.62876 1.37317 0.60407
S 2.46179 1.95262 1.62724
N 4.90787 1.26507 1.02528
C 5.94419 0.50928 0.45238
C 7.24886 0.98426 0.54624
C 8.29130 0.25402 0.00704
C 8.04336 -0.95303 -0.62540
C 6.74816 -1.43855 -0.69574
C 5.69659 -0.72030 -0.15575
H -2.86067 -3.10823 2.98628
H -3.59593 -1.99178 1.83233
H -3.46589 -3.70767 1.44095
H -0.96865 -3.49557 1.41683
H -1.12460 -1.78688 1.81506
H -2.16112 -3.15654 -0.70393
H -2.44603 -1.46212 -0.29905
H -0.47656 -2.03982 -1.92715
H 0.36793 -2.60317 -0.48467
H -0.18374 -0.30168 0.52542
H -1.70604 0.08019 -1.64006
H -0.21187 0.70102 -2.33055
H -1.62370 2.47074 -1.49130
H 0.44459 2.47043 0.40219
H -1.32411 1.30884 1.32688
H -2.23623 2.75590 0.84700
H -4.37703 2.44125 0.04643
H -3.83872 1.57331 -1.41189
H -4.95710 -0.49913 -0.51353
H -4.99218 0.21787 1.87450
H -6.22186 1.42551 1.48874
H -6.58857 -0.29330 1.31373
H -7.26398 0.24773 -1.10966
H -6.75897 1.93084 -0.95507
H -6.06937 0.91509 -2.22316
H 1.43350 1.63467 -1.09965
H 4.06859 0.63527 -1.24786
H 5.11134 1.73132 1.89927
H 7.43795 1.92546 1.04157
H 9.30056 0.63028 0.08080
H 8.85834 -1.51934 -1.04943
H 6.55125 -2.39142 -1.16325
H 4.69786 -1.13419 -0.16947
*
```

ΔE to the lowest compared entry with this formula, charge and spin: 15.9 kcal per mole
Kohn-Sham gap: 9.119 eV
SMILES: CCCC[C@H](C[C@H](O)COCC(C)C)C(=O)NNC(=S)Nc1ccccc1
Electronic energy: -1570.07982 a.u.
Maximum force: 0.70 eV/A

---

Which formula does entry 2 have? C20H33GeN2PtSbSe2